No. 1
The following is a quantum chemistry calculation of a 2-piece molecular cluster, C3H11NSi overall at a distorted geometry, from the OMol25 dataset.

```
16
C3H11NSi ωB97M-V with the def2-TZVPD basis set
H -0.515 -1.493 -1.774
H 2.142 -0.110 3.300
C -0.864 0.392 -0.692
H -1.959 0.217 -0.722
N 1.944 -0.617 2.442
C -0.096 -0.460 -1.676
C -0.463 1.818 -0.758
H 2.841 -0.535 1.864
H -0.265 2.202 0.271
H -1.185 2.625 -1.312
H 0.313 -1.768 0.785
H 0.415 1.825 -1.507
H -0.008 -0.084 -2.649
Si 0.376 -0.624 1.767
H -0.610 -0.177 2.779
H 0.879 -0.685 -1.265
```

Summary:
E_LUMO (spin up / spin down) (eV): 0.31 / 0.32
Energy relative to the best compared isomer or geometry (same formula, charge and spin) (kcal per mole): 82.6
Calculated total energy (hartree): -465.00980
HOMO (spin up / spin down) (eV): -6.52 / -7.20
M (g mol⁻¹): 89.2
Maximum force (eV/Å): 3.2
Orbital gap (spin up / spin down) (eV): 6.82 / 7.53

Mulliken atomic charge list, values in e, 5 entries: atom 1 (H): 0.33, atom 2 (H): 0.24, atom 3 (C): -0.06, atom 4 (H): 0.29, atom 5 (N): -0.44


No. 2
The following is a quantum chemistry calculation of an isolated molecule of C2H4N2OS at a distorted geometry, from the OMol25 dataset.

```
10
C2H4N2OS ωB97M-V with the def2-TZVPD basis set
N -0.112 -0.775 -0.780
C 0.887 -0.224 -0.049
H 0.983 1.807 0.869
C 0.353 1.133 0.382
N -0.914 1.250 0.344
O -2.461 -0.792 1.020
S -1.652 -0.132 -0.295
H 0.018 -1.209 -1.690
H 1.768 -0.376 -0.714
H 1.129 -0.681 0.913
```

Summary:
E_LUMO (eV): 0.31
Energy relative to the best compared isomer or geometry (same formula, charge and spin) (kcal per mole): 88.8
Calculated total energy (hartree): -661.44402
HOMO (eV): -9.37
M (g mol⁻¹): 104.1
Maximum force (eV/Å): 6.5
Orbital gap (eV): 9.68

Mulliken atomic charge list, values in e, 5 entries: atom 1 (N): -0.28, atom 2 (C): -0.28, atom 3 (H): 0.39, atom 4 (C): -0.12, atom 5 (N): -0.37


No. 3
The following is a quantum chemistry calculation of a 11-piece molecular cluster, C22H54B3F21N6O8P overall at a distorted geometry, from the OMol25 dataset.

```
115
C22H54B3F21N6O8P ωB97M-V with the def2-TZVPD basis set
H 9.449 -2.659 12.310
H 13.319 -9.989 8.964
H 8.830 -11.854 10.872
B 8.165 -10.807 7.252
H 11.754 -7.472 13.971
H 6.155 -5.598 10.673
H 5.628 -8.961 14.111
H 3.097 -10.267 15.269
F 2.545 -9.824 7.042
C 1.700 -2.063 11.591
C 12.930 -9.549 9.884
O -0.056 -2.898 13.185
H 5.066 -4.372 11.262
H 8.144 -3.456 9.731
N 2.295 -7.795 8.641
H 8.599 -9.022 14.589
H 9.632 -7.666 7.961
H 4.438 -10.667 16.026
F 9.007 -11.387 8.223
F 6.520 -11.464 14.389
H 10.322 -9.298 14.727
C 3.316 -5.897 12.847
H 7.146 -12.161 12.749
F 5.812 -9.652 10.261
H 1.351 -7.398 8.657
H 3.951 -13.302 10.380
F 8.079 -9.483 10.644
F 1.887 -2.425 10.291
C 4.300 -7.400 7.138
O 5.579 -13.994 12.235
C 6.005 -4.514 10.740
H 2.192 -8.579 7.961
F 5.427 -7.819 11.427
H 9.993 -2.269 10.628
O 3.095 -5.658 8.289
B 3.238 -11.008 7.459
H 8.542 -1.491 11.296
C 10.161 -7.936 8.871
F 3.469 -11.834 6.352
H 9.677 -8.921 13.049
H 11.172 -9.537 8.016
F 6.928 -7.675 9.688
H 6.296 -9.321 15.735
H 4.706 -6.574 6.559
C 2.747 -8.179 10.025
O 3.708 -7.637 15.954
H 4.914 -11.873 9.865
H 11.096 -7.371 8.898
O 8.860 -6.580 14.772
H 2.162 -9.334 17.301
H 5.925 -4.158 9.711
C 9.558 -8.800 14.126
O 1.782 -4.141 12.919
F 2.534 -11.703 8.439
F 4.609 -12.328 15.345
O 7.017 -3.468 12.639
F 8.718 -9.583 6.726
H 6.594 -11.182 11.588
H 1.972 -8.855 10.384
C 11.421 -5.587 14.842
H 1.387 -5.857 11.877
F 1.145 -0.856 11.641
H 13.192 -8.498 9.714
B 6.000 -12.210 15.471
C 9.152 -2.389 11.305
H 9.568 -7.679 9.742
H 9.817 -10.044 8.905
H 8.918 -4.381 10.807
F 6.594 -9.476 12.377
C 0.887 -3.201 12.309
F 2.976 -1.912 12.079
F 6.173 -11.440 16.664
H 3.853 -8.105 6.439
H 2.599 -4.833 11.116
H 10.949 -4.673 14.514
N 3.675 -9.960 16.058
H 4.183 -5.274 13.074
C 5.651 -8.655 15.159
C 3.006 -10.013 17.404
C 2.226 -5.176 12.089
F 4.506 -10.496 7.862
H 3.633 -9.460 18.103
H 2.910 -11.045 17.712
N 11.036 -6.747 13.933
P 6.791 -8.608 10.995
H 0.407 -3.703 11.437
H 2.780 -7.292 10.647
C 7.996 -12.537 10.778
H 4.019 -11.813 11.338
H 7.577 -12.444 9.778
H 5.067 -7.919 7.715
C 4.277 -8.635 15.745
C 9.667 -7.315 14.366
F 7.933 -11.699 6.215
F 6.955 -10.442 7.848
H 6.064 -7.650 15.169
N 6.907 -12.150 11.751
H 11.141 -5.877 15.850
C 7.063 -3.808 11.516
H 8.291 -13.577 10.881
H 13.352 -9.918 10.811
H 12.509 -5.582 14.820
N 8.338 -3.536 10.733
C 3.260 -6.805 8.044
C 5.699 -13.044 11.557
H 10.935 -6.499 12.941
F 7.695 -7.517 11.817
H 3.678 -6.804 12.343
H 3.653 -8.768 9.925
F 6.648 -13.426 15.575
N 10.607 -9.372 8.850
C 11.436 -9.678 10.040
O 10.903 -9.999 11.029
H 2.925 -6.277 13.794
C 4.597 -12.495 10.705
```

Summary:
E_LUMO (eV): -5.42
Calculated total energy (hartree): -4314.65108
Total charge: +1
HOMO (eV): -6.65
M (g mol⁻¹): 993.1
Maximum force (eV/Å): 3.9
Orbital gap (eV): 1.23

Mulliken atomic charge list, values in e, 5 entries: atom 1 (H): 0.30, atom 2 (H): 0.40, atom 3 (H): -0.01, atom 4 (B): -0.01, atom 5 (H): 0.42


No. 4
The following is a quantum chemistry calculation of a 2-piece molecular cluster, C4H14N2O2 overall at a distorted geometry, from the OMol25 dataset.

```
22
C4H14N2O2 ωB97M-V with the def2-TZVPD basis set
N 1.309 1.569 1.854
O -1.654 -1.564 -1.135
C -1.239 -0.817 0.069
H 2.096 2.083 2.215
H -0.917 1.631 0.196
H 0.232 -4.795 0.485
H 0.846 -0.669 0.078
H 1.169 2.979 0.367
O -0.608 -4.583 0.911
H -0.028 2.735 -1.879
H -2.093 -0.145 0.077
H -1.899 -2.461 -0.901
H 2.114 1.430 -0.025
H -1.259 -1.461 0.954
H 0.919 1.286 -2.338
H -0.787 -3.678 1.101
C 1.232 1.901 0.374
C -0.001 1.283 -0.259
N 0.013 -0.206 -0.233
H -0.836 1.249 -2.224
C 0.070 1.645 -1.762
H 1.321 0.587 2.078
```

Summary:
E_LUMO (eV): 0.60
Energy relative to the best compared isomer or geometry (same formula, charge and spin) (kcal per mole): 40.9
Calculated total energy (hartree): -420.73997
HOMO (eV): -8.94
M (g mol⁻¹): 122.2
SMILES: C[C@H](CN)NCO.O
Maximum force (eV/Å): 3.5
Orbital gap (eV): 9.54

Mulliken atomic charge list, values in e, 5 entries: atom 1 (N): -0.61, atom 2 (O): -0.53, atom 3 (C): -0.40, atom 4 (H): 0.22, atom 5 (H): 0.40


No. 5
The following is a quantum chemistry calculation of an isolated molecule of C4H7N3 at a distorted geometry, from the OMol25 dataset.

```
14
C4H7N3 ωB97M-V with the def2-TZVPD basis set
H -0.717 1.851 -0.567
H -0.406 1.408 1.089
N 1.176 -2.079 -0.266
H -1.873 -0.375 -0.880
C -1.832 0.097 0.068
N 0.727 -1.253 0.540
C 2.074 0.924 0.022
H 1.011 -3.028 0.110
H -2.776 0.621 0.370
C 0.801 0.315 -0.322
H 0.919 0.024 -1.345
H -1.710 -0.838 0.812
N 3.163 1.303 0.210
C -0.558 1.031 0.159
```

Summary:
E_LUMO (eV): 0.49
Energy relative to the best compared isomer or geometry (same formula, charge and spin) (kcal per mole): 68.8
Calculated total energy (hartree): -320.77362
HOMO (eV): -9.41
M (g mol⁻¹): 97.1
SMILES: [H]/N=N/[C@H](C#N)CC
Maximum force (eV/Å): 4.7
Orbital gap (eV): 9.90

Mulliken atomic charge list, values in e, 5 entries: atom 1 (H): 0.33, atom 2 (H): 0.41, atom 3 (N): -0.42, atom 4 (H): 0.34, atom 5 (C): -1.09


No. 6
The following is a quantum chemistry calculation of C26H40IrN5 as an isolated structure at a distorted geometry, from the OMol25 dataset.

```
72
C26H40IrN5 ωB97M-V with the def2-TZVPD basis set
C -3.199 -0.866 0.318
H -0.086 1.161 -2.282
C -3.431 -1.535 1.530
H -4.266 2.725 0.994
N -0.486 2.066 0.077
C 3.055 -0.238 1.613
H 2.421 -4.565 2.156
H 4.039 -0.591 1.926
H -2.676 3.822 -1.425
H -1.110 4.442 -0.834
C -4.736 -2.272 -0.842
H -4.523 2.313 -0.687
C -4.182 1.903 0.273
C 0.718 2.809 -0.206
H -5.718 -3.745 0.359
N -2.319 0.278 0.292
H -2.546 4.428 0.216
H -0.160 3.002 2.368
Ir -0.346 0.188 0.689
H 1.789 0.753 -0.551
N 1.528 -4.273 1.739
H 1.466 3.401 2.963
H 1.086 1.245 2.494
C -4.999 -2.937 0.344
N 0.795 0.263 2.432
C 1.250 2.723 -1.505
H -2.801 0.231 -2.182
H -4.486 -0.090 -2.599
H 2.849 3.421 -2.744
C -2.775 1.499 0.177
H 0.470 -2.575 1.159
C 0.709 3.648 2.213
H -4.829 1.079 0.558
H 3.907 4.766 -0.973
C -1.681 2.524 -0.088
C 2.503 -2.400 0.428
H -3.259 -1.281 -2.950
C -3.571 -0.540 -2.212
H 3.158 0.845 1.491
H 1.296 1.564 -3.320
C 2.032 -0.555 2.694
C 3.006 4.208 -0.754
H 2.640 -2.473 3.319
H 0.132 0.142 3.202
H 3.491 -2.789 0.696
H 0.787 -4.595 2.372
C 0.566 1.973 -2.622
C 2.679 -0.886 0.290
C 1.491 -2.773 1.511
H -4.579 -3.089 2.442
C 2.414 3.439 -1.752
H -3.345 -0.265 3.289
C -4.347 -2.572 1.519
H -2.809 -1.916 3.551
H -5.246 -2.568 -1.750
H -0.068 2.646 -3.205
C 1.292 3.564 0.824
C 1.749 -2.056 2.840
C -2.809 -1.099 2.831
H 1.213 -0.631 -1.162
H 2.418 -0.215 3.658
H 3.483 -0.713 -0.429
N 1.473 -0.188 -0.277
H 2.913 4.891 1.273
C -3.829 -1.218 -0.890
H 0.391 4.667 2.439
C 2.450 4.273 0.513
C -2.003 3.883 -0.565
H -1.764 -0.784 2.697
H 2.237 -2.855 -0.530
H 0.921 -2.225 3.536
H 1.427 -4.802 0.865
```

Summary:
E_LUMO (eV): -14.30
Energy relative to the best compared isomer or geometry (same formula, charge and spin) (kcal per mole): 0.0
Calculated total energy (hartree): -1391.35256
Total charge: +4
HOMO (eV): -19.46
M (g mol⁻¹): 614.9
Maximum force (eV/Å): 1.0
Orbital gap (eV): 5.16

Mulliken atomic charge list, values in e, 5 entries: atom 1 (C): -0.46, atom 2 (H): 0.11, atom 3 (C): 1.11, atom 4 (H): 0.48, atom 5 (N): -0.02


Which of these has the highest calculated total energy? C4H7N3


M of number 6 (C26H40IrN5)? 614.9 g mol⁻¹